[1]
Below is the ion C3H8NO2 with charge -1, with properties calculated with wB97M-V/def2-TZVPD.

The value obtained for the energy is -8824.123 eV. For the HOMO energy, the calculation gives -0.090 Eh. Its energy above the lowest of the compared OMol25 structures with the same formula, charge and spin is 3.6697 eV. The SMILES is N[C@H](C[O-])CO. As for the net charge: -1. As for the orbital gap: 6.555 eV. As for the spin multiplicity: 1. The lowest unoccupied orbital energy is 4.1 eV.

Last column: Mulliken charge in e.
Positions of all 14 atoms, in Å:
N -0.04 -1.31 -0.89  -0.68
C -0.18 -0.42 0.27  -0.39
C -1.23 0.89 -0.28  -0.51
O -1.29 2.09 0.37  -0.86
C 1.10 0.38 0.66  -0.14
O 2.14 -0.55 0.89  -0.52
H -0.06 -0.61 -1.75  0.33
H -0.94 -1.71 -1.08  0.29
H -0.68 -0.70 1.21  0.36
H -2.11 0.35 -0.43  0.34
H -0.74 0.97 -1.29  0.09
H 0.86 1.02 1.52  0.21
H 1.45 1.05 -0.20  0.14
H 1.70 -1.45 1.01  0.32

---

[2]
Below is a structure of composition C51H46InO2P4, with properties calculated with wB97M-V/def2-TZVPD.

The value obtained for the energy is -100037.507 eV. For the HOMO energy (alpha / beta), the calculation gives -0.584 / -0.565 Eh. Its energy above the lowest of the compared OMol25 structures with the same formula, charge and spin is 0.0000 eV. As for the net charge: +3. As for the orbital gap (alpha / beta): 6.364 / 5.506 eV. As for the spin multiplicity: 1. The lowest unoccupied orbital energy (alpha / beta) is -9.5 / -9.9 eV.

Last column: Mulliken charge in e.
Positions of all 104 atoms, in Å:
In 0.01 -0.28 1.16  1.62
O 2.00 -0.31 0.47  -0.81
P 2.95 0.71 -0.19  1.97
C 1.99 1.62 -1.44  -1.45
P 0.42 2.36 -0.91  0.79
O -0.44 1.31 -0.20  -0.02
C 0.76 3.76 0.15  0.87
C 1.02 5.00 -0.42  -1.25
C 1.34 6.08 0.40  -0.82
C 1.40 5.91 1.77  -0.79
C 1.14 4.66 2.34  -0.66
C 0.81 3.59 1.53  -0.25
C -0.41 2.93 -2.38  0.54
C -1.68 3.49 -2.21  -0.77
C -2.38 3.96 -3.31  -0.85
C -1.82 3.88 -4.57  -0.56
C -0.55 3.33 -4.75  -0.84
C 0.15 2.86 -3.65  -0.31
C 4.24 -0.13 -1.05  0.31
C 5.59 0.17 -0.82  -0.55
C 6.56 -0.52 -1.53  -0.85
C 6.20 -1.48 -2.46  -0.65
C 4.86 -1.78 -2.69  -0.73
C 3.88 -1.10 -1.99  0.25
C 3.60 1.85 1.00  0.56
C 4.09 3.10 0.62  -0.15
C 4.61 3.96 1.57  -0.78
C 4.66 3.57 2.90  -0.58
C 4.18 2.32 3.29  -0.82
C 3.65 1.46 2.34  -0.74
H 1.76 0.89 -2.23  0.18
H 2.63 2.39 -1.88  1.04
H 0.96 5.14 -1.49  0.52
H 1.54 7.05 -0.04  0.47
H 1.65 6.75 2.41  0.49
H 1.19 4.54 3.41  0.54
H 0.62 2.62 1.98  0.39
H -2.12 3.57 -1.22  0.45
H -3.36 4.40 -3.18  0.48
H -2.36 4.26 -5.43  0.45
H -0.11 3.28 -5.73  0.47
H 1.14 2.44 -3.80  0.54
H 5.87 0.91 -0.09  0.45
H 7.61 -0.30 -1.36  0.44
H 6.97 -2.01 -3.01  0.42
H 4.59 -2.54 -3.41  0.47
H 2.83 -1.34 -2.15  -0.34
H 4.07 3.42 -0.42  0.36
H 4.99 4.93 1.28  0.49
H 5.08 4.23 3.65  0.47
H 4.23 2.02 4.32  0.46
H 3.29 0.48 2.63  0.52
C -2.87 -1.57 -1.00  -1.36
C -3.57 -0.42 -0.28  0.25
P -4.21 -0.79 1.39  -0.20
C -3.39 0.05 2.70  1.01
C -3.63 -0.36 4.03  -0.74
C -3.12 0.38 5.08  -0.80
C -2.40 1.55 4.83  -0.73
C -2.19 1.98 3.52  -0.52
C -2.68 1.24 2.46  -0.53
C -4.51 -2.52 1.64  0.69
C -3.76 -3.29 2.55  -0.14
C -4.07 -4.63 2.71  -0.83
C -5.10 -5.20 1.97  -0.66
C -5.83 -4.44 1.07  -0.70
C -5.54 -3.10 0.90  -0.30
P -1.16 -2.02 -0.46  0.78
C -1.20 -3.67 0.25  1.33
C -1.92 -4.68 -0.38  -0.57
C -1.86 -5.97 0.11  -0.98
C -1.09 -6.26 1.23  -0.60
C -0.36 -5.25 1.86  -0.74
C -0.42 -3.96 1.37  -0.62
C -0.21 -2.10 -2.00  1.01
C 0.53 -3.23 -2.33  -0.83
C 1.22 -3.27 -3.53  -0.92
C 1.18 -2.19 -4.40  -0.83
C 0.45 -1.05 -4.06  -0.75
C -0.25 -1.00 -2.87  -0.56
H -2.79 -1.31 -2.06  0.87
H -3.47 -2.49 -0.94  0.61
H -4.44 -0.12 -0.87  0.80
H -2.93 0.46 -0.22  -0.64
H -4.23 -1.23 4.23  0.60
H -3.30 0.06 6.09  0.47
H -2.02 2.13 5.65  0.46
H -1.66 2.90 3.33  0.60
H -2.54 1.62 1.45  0.51
H -2.95 -2.85 3.12  0.53
H -3.51 -5.22 3.41  0.50
H -5.35 -6.24 2.12  0.47
H -6.64 -4.89 0.51  0.48
H -6.14 -2.50 0.22  0.48
H -2.50 -4.48 -1.27  0.51
H -2.41 -6.76 -0.38  0.48
H -1.04 -7.27 1.61  0.45
H 0.24 -5.48 2.73  0.45
H 0.15 -3.18 1.87  0.18
H 0.55 -4.08 -1.66  0.48
H 1.77 -4.16 -3.80  0.51
H 1.71 -2.23 -5.34  0.46
H 0.41 -0.21 -4.75  0.55
H -0.83 -0.12 -2.62  0.55

---

[3]
Below is a structure of composition C5H7F3N2Se, with properties calculated with wB97M-V/def2-TZVPD.

The value obtained for the energy is -81774.165 eV. For the HOMO energy, the calculation gives -0.309 Eh. Its energy above the lowest of the compared OMol25 structures with the same formula, charge and spin is 1.2952 eV. As for the orbital gap: 8.941 eV. As for the spin multiplicity: 1. The lowest unoccupied orbital energy is 0.5 eV.

Last column: Mulliken charge in e.
Positions of all 18 atoms, in Å:
C 0.36 -1.27 0.16  -0.14
C -1.07 1.24 0.52  -0.74
C 1.21 -0.22 0.74  -0.60
C -2.56 0.22 -1.02  -0.97
C 2.98 -0.45 0.06  0.74
N -0.83 -1.07 -0.17  -0.69
N -1.54 0.03 0.01  0.42
F 3.44 -1.57 0.60  -0.25
F 2.83 -0.61 -1.24  -0.21
F 3.84 0.49 0.37  -0.21
Se 0.80 1.60 -0.01  0.06
H 0.62 -2.33 0.17  0.43
H -1.74 1.97 0.10  0.49
H -1.04 1.07 1.66  0.28
H 1.08 -0.19 1.88  0.36
H -3.48 0.57 -0.55  0.33
H -2.34 1.14 -1.63  0.29
H -2.54 -0.61 -1.66  0.40

---

[4]
Below is a cluster of 2 separate species, C3H12N3O in total, with properties calculated with wB97M-V/def2-TZVPD.

The value obtained for the energy is -9816.764 eV. For the HOMO energy, the calculation gives -0.491 Eh. Its energy above the lowest of the compared OMol25 structures with the same formula, charge and spin is 2.0496 eV. As for the net charge: +1. As for the orbital gap: 10.042 eV. As for the spin multiplicity: 1. The lowest unoccupied orbital energy is -3.3 eV.

Last column: Mulliken charge in e.
Positions of all 19 atoms, in Å:
C 0.51 -2.63 -2.37  -0.41
O -0.51 -1.59 -2.25  -0.51
H -1.29 -1.83 -2.76  0.29
H 1.30 -2.38 -1.67  0.15
H 0.81 -2.65 -3.43  0.24
H -0.04 -3.52 -2.12  0.27
C 1.55 0.58 0.33  -0.87
C -0.67 1.34 1.21  0.58
N -2.00 1.02 1.41  -0.49
N 0.10 0.63 0.46  -0.06
N -0.23 2.35 1.99  -0.32
H -2.73 1.72 1.40  0.27
H -2.23 0.29 2.06  0.24
H -0.28 -0.29 0.20  0.23
H 0.75 2.41 2.21  0.22
H -0.87 2.86 2.59  0.23
H 1.91 -0.33 -0.16  0.22
H 2.11 0.64 1.27  0.36
H 1.81 1.37 -0.36  0.37

---

[5]
Below is the molecule C6H8O2, with properties calculated with wB97M-V/def2-TZVPD.

The value obtained for the energy is -10440.527 eV. For the HOMO energy, the calculation gives -0.318 Eh. Its energy above the lowest of the compared OMol25 structures with the same formula, charge and spin is 6.1990 eV. The SMILES is C1O[C@@H]2[C@@H]3OC[C@@H]1[C@H]23. As for the orbital gap: 9.588 eV. As for the spin multiplicity: 1. The lowest unoccupied orbital energy is 0.9 eV.

Last column: Mulliken charge in e.
Positions of all 16 atoms, in Å:
C 0.49 -1.01 1.35  -0.43
O 0.53 -1.88 0.23  -0.43
C -0.40 -1.25 -0.72  -0.31
C -0.39 0.29 -1.40  -0.23
O 0.41 1.48 -1.22  -0.44
C 0.49 1.79 0.17  -0.39
C 0.32 0.25 0.62  -0.21
C -0.94 -0.08 -0.13  -0.38
H 1.48 -1.16 1.78  0.31
H -0.28 -1.28 2.07  0.24
H -0.87 -1.99 -1.35  0.40
H -0.94 0.45 -2.32  0.39
H -0.45 2.23 0.50  0.28
H 1.48 2.23 0.30  0.32
H 1.03 -0.16 -0.06  0.47
H -1.99 0.08 0.18  0.41

---

[6]
Below is a structure of composition H12O6, with properties calculated with wB97M-V/def2-TZVPD.

The value obtained for the energy is -12469.460 eV. For the HOMO energy, the calculation gives -0.330 Eh. Its energy above the lowest of the compared OMol25 structures with the same formula, charge and spin is 11.6536 eV. As for the orbital gap: 8.169 eV. As for the spin multiplicity: 1. The lowest unoccupied orbital energy is -0.8 eV.

Last column: Mulliken charge in e.
Positions of all 18 atoms, in Å:
O -0.33 1.64 1.07  -0.52
H -1.25 1.76 1.30  0.16
H 0.13 2.31 1.58  0.35
O -1.00 0.37 -0.17  -0.82
H -0.36 -0.34 -0.17  0.47
H -0.69 0.97 0.51  0.76
O 0.68 -2.67 -0.50  -0.77
H 0.82 -1.74 -0.31  0.22
H 1.57 -3.02 -0.60  0.24
O 1.20 -0.86 0.34  -0.70
H 1.58 -1.23 1.14  0.24
H 1.34 0.08 0.43  0.25
O 1.26 -0.12 -1.77  -0.62
H 1.41 -0.46 -0.89  0.55
H 1.70 0.74 -1.77  0.28
O -2.96 0.75 -0.31  -0.79
H -3.01 1.40 0.39  0.15
H -2.06 0.41 -0.25  0.56

---

[7]
Below is the molecule C3H3Cl2F, with properties calculated with wB97M-V/def2-TZVPD.

The value obtained for the energy is -30921.063 eV. For the HOMO energy, the calculation gives -0.372 Eh. Its energy above the lowest of the compared OMol25 structures with the same formula, charge and spin is 0.2519 eV. The SMILES is F[C@@H](Cl)/C=C/Cl. As for the orbital gap: 10.957 eV. As for the spin multiplicity: 1. The lowest unoccupied orbital energy is 0.8 eV.

Last column: Mulliken charge in e.
Positions of all 9 atoms, in Å:
F 0.98 -0.63 -1.43  -0.24
C 0.79 -0.85 -0.12  0.24
Cl 2.37 -0.34 0.55  -0.17
C -0.34 -0.03 0.48  -0.35
C -0.85 0.94 -0.19  -0.22
Cl -2.11 1.97 0.36  -0.17
H 0.49 -1.94 0.07  0.26
H -0.75 -0.31 1.47  0.30
H -0.57 1.20 -1.19  0.35

---

[8]
Below is the molecule C4HBr3O2, with properties calculated with wB97M-V/def2-TZVPD.

The value obtained for the energy is -218385.246 eV. For the HOMO energy, the calculation gives -0.371 Eh. Its energy above the lowest of the compared OMol25 structures with the same formula, charge and spin is 0.0000 eV. The SMILES is O=C1O[C@H](Br)C(Br)=C1Br. As for the orbital gap: 9.439 eV. As for the spin multiplicity: 1. The lowest unoccupied orbital energy is -0.7 eV.

Last column: Mulliken charge in e.
Positions of all 10 atoms, in Å:
O 2.03 0.50 -1.57  -0.50
C 1.06 0.25 -0.91  0.56
O -0.09 1.01 -1.03  -0.31
C -1.04 0.72 -0.08  -0.22
Br -1.26 2.19 1.20  -0.10
C -0.41 -0.77 0.58  0.08
Br -1.37 -1.63 1.86  0.01
C 0.84 -0.77 0.11  0.09
Br 2.11 -2.05 0.41  -0.06
H -1.89 0.53 -0.56  0.46